1.
The following is a quantum chemistry calculation of a molecular structure, C15H55AgO13 in a non-equilibrium geometry, from OMol25.

Geometry as ORCA input:
```
! RIJCOSX wB97M-V def2-TZVPD def2/J DEFGRID3
* xyz 1 2
O -2.88929 -5.07986 -6.84454
C 2.17827 -6.61141 1.63678
H 6.31830 1.76303 -3.11654
O 1.41717 5.42473 -3.11009
H 2.31584 -5.82793 2.38199
H -8.26591 -1.81123 -4.22677
H -8.99208 -3.98479 -3.67714
H 5.95181 3.15896 -4.08519
C -5.17798 3.23531 -4.42392
H 6.86409 2.83494 1.83341
O 1.88508 -7.74175 2.40344
H 0.60008 0.31126 1.59878
H -6.95153 -3.46231 1.94005
H 4.66877 1.95242 -3.90578
H 1.13819 4.73090 3.89012
C 1.02595 5.89889 -4.41430
H -2.87421 -3.63108 -5.24069
H 0.04032 7.32185 3.59984
O -3.79911 3.10703 -4.68532
O -1.05174 1.50122 -0.23321
H 1.32369 -0.78046 0.44917
H -2.84237 -5.71660 -6.12764
H -4.30965 1.37366 6.88617
Ag -3.37644 4.27726 2.09014
O 8.29220 4.06948 1.12372
H -2.23033 -1.00496 -0.60508
H 1.42648 -6.33581 0.89722
O -8.00897 -5.14751 1.51865
H -3.72723 0.06602 5.96541
H 1.66124 6.22144 4.54392
O -0.08820 6.40223 3.35618
H 1.82658 6.53612 -4.78982
O 6.20424 1.39802 -5.19450
C 0.80556 0.17448 0.53709
H -0.93327 -1.84805 0.22239
O 1.20456 -0.23469 7.29392
C 1.15559 5.79940 3.67541
H 2.38199 -1.65455 6.32950
H 0.06241 6.40841 -4.42455
H -6.04801 -4.72574 1.03120
C 7.49176 -2.65678 -0.23481
H 8.56438 2.49503 2.38862
H -5.62541 3.63266 -5.33497
H -1.58530 -3.53494 -6.39443
O -2.87242 1.84541 5.43839
C -6.77262 -4.53101 1.82185
H 6.65318 -2.23421 -0.78828
H 7.04710 1.00012 -4.96455
C -4.02200 1.11088 5.86818
H -3.22713 -3.08590 -6.92670
H -1.88994 -0.63806 1.11737
O 7.42108 -4.04892 -0.57581
H -0.11923 -0.03886 -1.27547
H 1.89582 5.89567 2.88112
C -1.45373 -0.89297 0.15154
H 0.94948 5.13783 -5.19085
C -7.83869 -2.41902 -3.42917
H 7.62479 4.71934 0.89170
H 8.22044 -4.47358 -0.25602
H 3.05094 -0.94159 7.81350
H -6.90640 -2.87126 -3.76742
C -2.64706 -3.76210 -6.29868
H 8.40061 -2.15615 -0.56867
H -5.40108 3.93379 -3.61742
H 1.00457 -7.56896 2.74468
H -8.26762 -4.76102 0.67881
H 0.78659 -0.83979 7.91098
H 1.52775 0.91343 0.18999
H -7.53985 -1.83186 -2.56081
C 5.74680 2.09320 -3.98398
O -8.80656 -3.37272 -2.96122
H 7.68479 3.91751 3.00845
H 7.50208 -2.56028 0.85086
H 3.08180 -6.75171 1.04343
H -5.62040 2.28512 -4.12471
C -0.48483 0.22361 -0.28273
C 2.48223 -0.73543 6.90677
H -4.87306 1.29416 5.21228
H 3.03017 -0.05731 6.25254
H -3.34781 3.10403 -3.83801
H 0.66533 4.90842 -2.81048
H -6.36956 -4.87236 2.77533
C 7.81791 3.25388 2.15406
H -2.16098 1.50437 5.98532
*
```

Energy above the lowest of the compared OMol25 structures with the same formula, charge and spin in kJ/mol: 471.8
Orbital gap (spin up / spin down) in eV: 4.67 / 4.67
E_LUMO (spin up / spin down) in eV: -6.94 / -6.94
Energy in eV: -47045.6563

2.
The following is a quantum chemistry calculation of 13 unconnected molecules or ions with the total composition C15H56FO15P2 in a non-equilibrium geometry, from OMol25.

Geometry as ORCA input:
```
! RIJCOSX wB97M-V def2-TZVPD def2/J DEFGRID3
* xyz -1 1
O 0.13701 -1.46850 0.60061
H -6.12587 -3.84447 1.57003
H -11.24058 -4.37917 2.06656
H 6.07834 4.29620 1.51660
H 4.41010 4.84784 1.23179
H 4.54131 -0.71830 -3.48099
H -1.94898 3.99085 -0.28287
C 1.76158 1.23766 1.07130
C 2.55389 1.82567 -0.14789
C -4.96739 -0.55365 2.85956
H 4.79757 -1.35485 -1.05690
H -0.18308 1.10276 -4.06542
O 6.65565 2.40213 2.96773
C -1.72775 5.73545 0.53838
H 3.20847 -2.52267 -2.25323
O -10.58029 -3.75896 1.73784
C -0.65582 0.46578 -5.83819
H 10.48843 0.13545 5.48943
H 3.02059 -2.70481 -0.48032
H 8.77154 0.43812 5.12984
H 5.72161 5.42733 0.17485
C 0.07694 -0.45190 -0.13612
H 2.18280 2.84033 -0.48195
H -3.15142 0.86774 -2.81300
C -11.02320 -3.30732 0.46339
C 2.98017 -2.00197 -1.31669
O -1.21056 4.49012 0.10241
O -0.57430 -4.58769 0.69288
H -4.29665 -0.05166 -3.82198
O -4.46918 -0.16934 1.58604
H -0.54080 -5.68629 -1.03451
O -6.53003 -3.02694 1.88090
C -3.43740 -0.12772 -3.14652
H -0.39649 1.38521 2.03315
P -0.10037 1.26842 0.62163
H 5.64307 0.60401 2.90696
H 1.97680 -1.57230 -1.37893
H -0.95256 -0.52875 -5.49321
H 4.69250 2.01776 3.42144
C 5.34964 4.57547 0.75256
H -11.11262 -4.15456 -0.22140
H 9.59621 -0.94822 4.37734
H 5.96242 3.25133 -0.52389
H -4.42435 -0.00489 3.62911
H 4.49918 -1.31755 -6.25374
C 4.03212 -1.26727 -5.27011
O -2.46367 2.11482 -1.28095
H 2.12909 0.18797 1.23195
H 0.27959 -4.10739 -1.12347
P -2.27349 1.39367 0.07366
O 4.97817 -0.75310 -4.34342
O 0.17628 -0.63874 -1.43549
H -1.50608 -4.19052 -1.10664
H 3.66948 1.91929 0.01930
H -0.91662 6.31715 0.97611
H -4.81766 -1.62389 3.00468
C 5.66271 1.52810 3.48991
H -11.98935 -2.80593 0.56119
H -1.53682 1.10831 -5.92896
H 3.72103 -2.27095 -4.96692
O 3.92512 -0.94831 -1.10747
C 9.71532 0.08322 4.71852
H -2.14620 6.28300 -0.31138
H 10.91331 0.57598 3.27591
H -2.84708 2.29394 1.05178
C -0.58610 -4.64112 -0.72428
H -2.59442 -0.59186 -3.66567
H -4.96522 -0.66750 0.92403
O 0.26335 1.03619 -4.92098
F 1.94597 1.97353 2.29310
H -2.50331 5.57389 1.29333
H -0.16998 0.37923 -6.81033
H -8.24359 -2.46809 2.86579
H -8.41528 -3.86349 1.78323
H 2.38520 1.11538 -1.00857
H 7.50298 1.94514 3.03899
H -6.03217 -0.31334 2.92730
O 10.07859 0.91151 3.61980
H -7.57403 -4.04573 3.34786
H -4.03174 -1.78421 -2.32779
H 3.16148 -0.60828 -5.31724
H 0.08152 2.41174 -0.24262
H -2.93854 0.14395 0.12830
O 5.11930 3.47200 -0.11297
O -3.78478 -0.90962 -2.00980
C -7.76372 -3.37594 2.50382
H 5.88340 1.30563 4.53827
H -10.29136 -2.60329 0.07015
H -0.61491 -3.65183 0.93988
*
```

Orbital gap in eV: 6.06
E_LUMO in eV: 1.83
Energy in eV: -68464.6875

3.
The following is a quantum chemistry calculation of 13 unconnected molecules or ions with the total composition C15H56N8O13 in a non-equilibrium geometry, from OMol25.

Geometry as ORCA input:
```
! RIJCOSX wB97M-V def2-TZVPD def2/J DEFGRID3
* xyz 0 1
O 1.39298 4.83754 0.62392
H 0.79518 -4.11301 1.98164
H 0.72133 -0.70969 -1.94797
O 2.88371 -0.45389 4.77116
O -0.42000 0.28512 -0.92848
O -2.63652 1.80906 -1.08454
H -5.01706 0.89752 -1.82873
H 2.98076 1.72129 3.67966
H -1.02835 3.99529 0.58025
H -5.69089 2.87729 -0.71079
H -3.28984 3.45562 1.12131
N 1.57579 2.77704 -0.55113
C 2.31254 2.10235 2.90579
N -4.14458 3.04744 -2.32673
H 4.11292 -0.45938 -1.69441
O -1.09232 -0.17570 -3.90725
H -2.15859 1.48369 1.51364
N 2.59309 -0.83574 -4.46900
H -1.90908 -1.39153 2.52561
C -2.26385 2.25086 2.32335
O -2.53191 3.48626 1.68684
C 0.85839 3.67326 -0.00283
O 6.14991 1.05679 -1.00275
H 1.25394 1.90624 3.16446
H 1.99210 1.71841 1.11227
H -3.40234 3.10251 -2.95856
H -3.31126 -0.35168 -2.53427
H 3.27202 -0.19687 -4.92626
O 2.06704 1.11070 -3.16941
C -3.85979 2.43932 -1.21701
H -4.01829 0.66143 -3.70533
H -0.41177 -1.02956 4.48630
H 6.47797 1.89825 -0.67463
H -0.92846 -4.25837 -0.30489
H -0.29261 -0.36740 -3.47585
H -4.96648 3.55153 -2.65876
H -2.98799 -0.55721 3.59265
N 3.67955 -1.00928 2.60806
H 1.23736 1.92139 -1.02454
C -2.04751 -1.09987 3.53243
C -2.28377 -2.70253 -0.84829
N 3.84576 -2.50054 4.26264
H -0.50660 -4.46917 3.37045
H 3.84833 -2.71973 5.24893
C -1.01101 -3.18580 -0.22281
H -2.17669 -1.99803 4.14616
H -1.05224 -3.08513 0.87144
H 0.73522 -2.23779 2.38062
H 2.57664 3.12493 2.63406
H -4.33282 -0.97036 -3.78541
C -4.22958 -0.19147 -3.07001
H -2.55606 -1.73133 -0.52163
H 0.79098 -0.41658 0.64556
H -3.06395 -2.84851 -2.56396
O 2.57801 1.37081 1.81765
O -0.09449 -3.66124 3.64765
C -1.25134 -1.16859 -4.95895
H 1.82991 -3.41109 3.24319
C 1.97963 -0.26347 -3.48522
H -1.33670 2.10820 2.89624
O -2.18937 -2.73232 -2.24341
C 3.40894 -1.34948 3.88196
H -0.88252 -0.81469 -5.88766
H 3.40985 -0.55926 -0.12990
H -4.82688 1.89972 0.47172
H -0.12126 0.98415 1.03129
N 1.22492 -1.07534 -2.79194
H -2.19471 -1.68065 -5.07255
H 2.50259 -1.89605 -4.67571
H 3.19365 -0.12987 2.25798
H -1.27983 0.71610 -0.93346
H -0.16463 -2.54652 -0.47887
H 4.20215 -3.23092 3.62502
H -0.93849 2.69028 -0.56753
H 1.00907 -2.07152 -3.06651
H -3.07814 -3.40572 -0.67507
H 5.69855 -0.40063 0.51729
O -0.95352 -0.37740 4.00537
C -0.13984 0.07214 0.42152
N -4.84383 2.47340 -0.38611
H 3.47251 0.97967 -0.91358
H -0.88494 -0.55215 0.80030
H 2.58111 3.06674 -0.56116
C 3.99406 0.06284 -0.73294
O -5.27323 0.04998 -2.20233
H 4.93015 1.16174 0.65560
H -0.66410 -2.07026 -4.70379
N -0.45987 3.46060 -0.05710
H 3.87157 -1.83325 1.93737
H -3.00668 1.85750 3.02712
C 0.88980 -3.26802 2.70232
C 5.27658 0.41955 -0.06879
*
```

Energy above the lowest of the compared OMol25 structures with the same formula, charge and spin in kJ/mol: 760.2
Orbital gap in eV: 7.98
E_LUMO in eV: -0.18
Energy in eV: -54996.0049

4.
The following is a quantum chemistry calculation of 14 unconnected molecules or ions with the total composition C15H58N10O14 in a non-equilibrium geometry, from OMol25.

Geometry as ORCA input:
```
! RIJCOSX wB97M-V def2-TZVPD def2/J DEFGRID3
* xyz 0 1
H 26.19691 -14.66487 -11.76421
N 22.48798 -17.17082 -14.45989
C 26.85443 -12.25354 -14.65637
H 23.81252 -12.95229 -11.96658
H 25.09502 -10.36967 -15.96264
H 23.24770 -16.21696 -10.66085
O 21.76175 -12.36127 -16.26123
O 24.80010 -10.57691 -16.82073
N 23.55654 -8.33854 -13.55396
H 23.47064 -14.96746 -12.57442
H 21.30599 -10.80351 -11.94409
C 21.30553 -16.88491 -13.93903
H 23.87848 -11.07920 -13.44110
H 26.45930 -7.55739 -13.22304
C 24.84960 -8.49698 -13.72577
H 22.93190 -8.89129 -14.22564
C 23.30396 -13.61294 -8.37178
H 23.14018 -14.70523 -15.79776
H 26.24495 -12.13783 -15.61531
H 25.90311 -8.91708 -17.44319
H 23.01455 -7.67357 -12.94342
H 26.15191 -11.82706 -13.93350
H 20.17933 -12.04309 -10.26620
O 24.33720 -13.34549 -9.32996
H 23.52480 -11.92804 -9.63433
H 20.47624 -15.15323 -14.90025
H 20.51857 -17.28182 -15.81155
H 21.92613 -10.48019 -15.58230
H 19.26650 -14.48068 -16.67099
H 23.59308 -12.90165 -7.58024
H 25.14628 -13.30620 -8.76155
O 21.23576 -8.70561 -12.06420
H 26.60372 -16.11338 -12.52721
H 26.99402 -13.33536 -14.49794
H 23.35342 -14.66097 -8.00988
H 22.38103 -11.95717 -13.66972
H 27.99229 -10.79235 -15.27091
N 25.90305 -15.59488 -12.05326
H 23.33483 -8.58006 -9.92310
H 19.38459 -16.84459 -14.53977
O 25.44784 -9.50927 -14.51426
C 20.87990 -13.38881 -16.03225
H 28.59646 -14.18546 -11.21260
H 19.80395 -10.02156 -11.58021
O 25.11954 -10.84042 -11.32043
H 21.65602 -14.04615 -14.45674
H 26.74150 -10.46026 -17.41552
H 25.00792 -6.78328 -12.55516
O 24.62668 -17.56807 -12.38521
H 21.00542 -7.84167 -15.41400
N 25.42832 -7.57440 -13.06206
H 23.23945 -17.14353 -13.82037
N 20.37697 -16.84545 -14.81687
H 28.25697 -13.01233 -12.44320
C 24.06276 -10.28158 -10.60463
H 23.94647 -13.49256 -16.80472
H 25.65163 -10.08482 -18.68634
H 24.98021 -13.33556 -12.95039
O 23.19772 -14.35879 -13.33830
C 24.07917 -14.43783 -16.33401
O 28.07165 -11.60455 -14.73648
O 20.03742 -13.00940 -10.27234
O 21.04720 -16.62202 -12.66166
H 22.38569 -10.58934 -9.53096
C 25.78314 -9.97705 -17.65301
H 20.44123 -12.91181 -12.25552
N 20.80813 -14.13565 -14.96668
N 23.58345 -9.09464 -10.75729
H 19.95963 -9.26243 -15.60257
C 23.50188 -12.01793 -13.82202
H 24.88207 -15.96529 -17.29056
N 24.03510 -15.63603 -11.07141
H 24.27545 -14.83419 -10.46144
C 24.83261 -16.30492 -11.83310
H 22.24359 -13.46881 -8.75384
H 21.87502 -13.44856 -11.28084
H 26.45535 -12.22089 -11.00255
H 20.39700 -10.22500 -13.20222
O 21.93698 -9.65691 -15.13293
H 24.80653 -14.50824 -15.50485
H 28.79335 -12.53793 -10.92891
C 20.69088 -9.94991 -12.16288
H 21.14125 -8.84566 -16.83033
C 20.81674 -13.46125 -11.35243
C 20.95224 -8.84064 -15.76546
H 23.75192 -12.09041 -14.87272
C 28.16663 -13.20983 -11.44621
N 23.27597 -10.91616 -9.81441
H 19.93083 -13.37687 -17.84035
H 22.75227 -17.03927 -15.40688
C 23.91906 -13.17971 -12.99367
H 23.96080 -8.57185 -11.59494
O 24.22924 -15.32147 -17.45767
H 22.13951 -8.75690 -11.74985
O 26.75461 -13.13884 -11.11306
H 20.64066 -14.52733 -11.50778
N 20.04495 -13.84300 -16.92649
*
```

Energy above the lowest of the compared OMol25 structures with the same formula, charge and spin in kJ/mol: 126.9
Orbital gap in eV: 8.77
E_LUMO in eV: -0.02
Energy in eV: -60056.2390

5.
The following is a quantum chemistry calculation of a molecular structure, C15H5Cl9NO6S3W in a non-equilibrium geometry, from OMol25.

Geometry as ORCA input:
```
! RIJCOSX wB97M-V def2-TZVPD def2/J DEFGRID3
* xyz 1 1
H -4.43009 2.79005 -2.91925
Cl 1.04909 -5.77807 2.98508
C -1.95922 1.24150 -1.64251
C 3.10293 1.62908 0.23249
C 1.18450 -3.21491 2.25692
C 3.61793 2.80122 0.80137
C 0.67671 -2.10081 1.56865
H -3.93430 3.48330 -1.36507
N -2.51189 2.25528 -2.28133
Cl 2.59868 -3.02585 3.18454
Cl 4.21873 0.58875 -0.55272
C -3.90390 2.58833 -1.98816
Cl -0.65217 1.64673 1.58367
H -5.08958 1.66574 -0.41203
C -4.48886 1.37236 -1.26859
C 1.74726 1.30559 0.34583
O -0.84912 -1.05465 0.14852
Cl 5.26617 3.21582 0.59902
O 1.96054 -0.39223 -2.19762
S -0.31751 0.90649 -2.00171
O 0.41954 -2.11018 -1.99820
Cl 3.40640 5.07368 2.23181
C 0.50010 -4.40681 2.13940
S 1.88551 -1.92879 -2.17067
H -1.93678 2.86617 -2.84507
O 1.29409 -0.89740 1.54404
C -0.47190 -2.20307 0.77710
Cl 0.46209 4.25172 2.75842
Cl -2.50022 -3.48517 -0.40814
O 2.30687 -2.03009 -0.66344
C 2.79076 3.63426 1.55074
C 0.96779 2.10890 1.18470
C 1.46156 3.27080 1.76922
S -3.08425 0.37428 -0.67338
O 2.62297 -2.66740 -3.10200
C -0.65787 -4.51770 1.30692
Cl -1.44833 -6.02110 1.16995
C -1.13604 -3.43003 0.61191
H -5.08988 0.75423 -1.93113
W 0.92165 -0.56003 -0.32925
*
```

Energy above the lowest of the compared OMol25 structures with the same formula, charge and spin in kJ/mol: 122.4
Orbital gap in eV: 6.15
E_LUMO in eV: -5.71
Energy in eV: -176438.2540

Look up the energy of the third one. -54996.0049 eV

The lowest energy belongs to which entry? C15H5Cl9NO6S3W